Record 1
This record from OMol25 describes 2 unconnected molecules or ions with the total composition C17H23N5O2. The level of theory is wB97M-V/def2-TZVPD.

Output
**Energy relative to the best compared isomer or geometry (same formula, charge and spin)**: 6.6 kJ/mol
**F_max**: 2.79 eV/A
**SMILES**: CNC(=O)[C@@H]1CCCN1C(C)=O.CNc1ncnc2ccccc12
**Orbital gap**: 8.57 eV
**HOMO energy**: -8.520 eV
**Energy**: -1085.9119 Eh
**LUMO energy**: 0.05 eV

```
! wB97M-V def2-TZVPD RIJCOSX def2/J DEFGRID3
* xyz 0 1
C 5.8756 2.5392 1.9159
N 4.7313 1.6421 2.0587
C 3.5771 1.7937 1.3987
O 3.4050 2.6854 0.5698
C 2.4706 0.7654 1.6849
C 2.2591 -0.1885 0.5004
C 0.7531 -0.4511 0.5105
C 0.1871 0.8848 0.9812
N 1.1722 1.3955 1.9215
C 0.9413 2.2406 2.9419
C -0.4220 2.8982 3.0578
O 1.7909 2.4925 3.7911
H 5.5834 3.5488 2.2129
H 6.6999 2.2028 2.5459
H 6.1996 2.5631 0.8733
H 4.7828 0.9120 2.7501
H 2.7350 0.1836 2.5682
H 2.5274 0.3056 -0.4356
H 2.8279 -1.1111 0.6190
H 0.3808 -0.7216 -0.4777
H 0.5181 -1.2272 1.2407
H -0.7868 0.7319 1.4474
H 0.1005 1.5703 0.1369
H -0.3798 3.6575 3.8369
H -0.6774 3.3689 2.1101
H -1.1653 2.1479 3.3179
C -5.2910 -0.3663 -0.4586
N -4.2442 -0.5384 -1.4799
C -3.1921 -1.4159 -1.3044
N -3.0036 -1.8776 -0.0805
C -2.0143 -2.7462 0.1074
N -1.1926 -3.1691 -0.8534
C -1.3789 -2.7021 -2.0851
C -0.5259 -3.1400 -3.0993
C -0.6750 -2.6766 -4.4110
C -1.6904 -1.7634 -4.7061
C -2.5515 -1.3198 -3.6967
C -2.3953 -1.7933 -2.3757
H -5.7718 -1.3242 -0.2342
H -6.0565 0.3301 -0.8137
H -4.8654 0.0388 0.4656
H -4.4978 -0.3692 -2.4449
H -1.8600 -3.1293 1.1118
H 0.2569 -3.8463 -2.8477
H -0.0038 -3.0215 -5.1929
H -1.8079 -1.3944 -5.7214
H -3.3261 -0.6054 -3.9577
*
```

Record 2
This record from OMol25 describes 2 unconnected molecules or ions with the total composition C17H23NO2S2. The level of theory is wB97M-V/def2-TZVPD.

Output
**F_max**: 1.93 eV/A
**Orbital gap**: 3.74 eV
**HOMO energy**: -5.738 eV
**Energy**: -1663.0704 Eh
**LUMO energy**: -2.00 eV

```
! wB97M-V def2-TZVPD RIJCOSX def2/J DEFGRID3
* xyz 0 1
C -6.0452 -0.0643 2.6660
C -5.0434 1.0442 2.3671
C -5.5350 1.8478 1.1980
O -3.7861 0.3521 2.1302
C -2.6412 1.0978 1.9913
S -1.2801 0.2938 1.5072
S -2.7235 2.7323 2.3163
H -7.0348 0.3678 2.8381
H -6.1071 -0.7527 1.8154
H -5.7620 -0.6390 3.5522
H -4.9604 1.6958 3.2520
H -6.5224 2.2423 1.4517
H -4.8843 2.6918 0.9507
H -5.6377 1.2030 0.3185
C 5.5632 2.3282 -1.7145
C 4.1994 2.5216 -1.0813
N 3.3587 1.3523 -1.3604
C 2.6355 0.8163 -0.3802
C 1.8669 -0.3394 -0.5451
C 1.3005 -0.9892 0.5362
C 0.4901 -2.1664 0.4202
C 0.3106 -3.0218 1.5342
C -0.4344 -4.1900 1.4229
C -1.0425 -4.5271 0.2028
C -0.9155 -3.6658 -0.8975
C -0.1702 -2.4928 -0.7924
C 3.3975 0.7219 -2.6684
C 4.2000 1.6149 -3.5961
O 5.5066 1.9067 -3.0784
H 6.1370 3.2694 -1.7113
H 6.1250 1.5680 -1.1356
H 4.2954 2.5935 0.0041
H 3.7411 3.4424 -1.4744
H 2.6936 1.3248 0.5850
H 1.7445 -0.7628 -1.5514
H 1.5776 -0.6423 1.5361
H 0.7716 -2.7285 2.4800
H -0.5338 -4.8452 2.2917
H -1.6199 -5.4473 0.1151
H -1.3894 -3.9125 -1.8506
H -0.0972 -1.7972 -1.6316
H 3.8488 -0.2865 -2.6289
H 2.3765 0.6085 -3.0614
H 4.4120 1.0953 -4.5418
H 3.6139 2.5379 -3.7819
*
```

Record 3
This record from OMol25 describes a molecular structure, C17H23O2W. The level of theory is wB97M-V/def2-TZVPD.

Output
**Energy relative to the best compared isomer or geometry (same formula, charge and spin)**: 0.0 kJ/mol
**F_max**: 10.83 eV/A
**Orbital gap (alpha / beta)**: 5.14 / 5.20 eV
**HOMO energy (alpha / beta)**: -2.276 / -2.352 eV
**Energy**: -878.8592 Eh
**LUMO energy (alpha / beta)**: 2.87 / 2.84 eV

```
! wB97M-V def2-TZVPD RIJCOSX def2/J DEFGRID3
* xyz -1 3
W 0.0221 0.2137 0.6266
C -2.1583 -0.4382 1.4633
C -2.3142 -0.6102 0.0791
C -1.4062 -1.5760 -0.3675
H -3.1107 -0.1342 -0.5597
C -0.6353 -1.9963 0.7417
C -1.1036 -1.2998 1.8940
H -0.7932 -1.4734 2.9345
H -2.7765 0.1983 2.1325
H -1.3346 -1.9892 -1.3962
H 0.1189 -2.8252 0.7337
C 1.4225 1.7316 1.0376
C 1.3605 0.8853 2.1458
C 1.7561 -0.3873 1.7328
H 1.1258 1.2003 3.2033
C 2.0685 -0.3309 0.3761
C 1.8621 0.9827 -0.0534
H 2.0998 1.3739 -1.0936
H 1.2710 2.8530 1.0521
H 1.9205 -1.2809 2.4069
H 2.5321 -1.1585 -0.2441
O -0.0686 0.1772 -2.2467
C 1.5748 -1.8166 -3.4786
C 0.4324 -1.3358 -4.3661
C 1.3312 -2.9064 -2.4957
C 2.8308 -0.9828 -3.5071
C -0.3574 -0.1948 -3.4844
H -0.2932 -2.1433 -4.6832
H 0.7500 -0.8851 -5.3504
H -0.3674 0.7438 -4.0573
H -1.4348 -0.5126 -3.4158
H 1.8826 -3.7947 -2.8397
H 0.2326 -3.0997 -2.3364
H 1.6712 -2.5917 -1.4408
H 3.4650 -1.3577 -4.3393
H 3.3675 -1.0140 -2.5134
H 2.6177 0.1367 -3.6475
C -2.0755 2.8191 0.0490
C -1.0776 2.1207 -0.8508
O -0.7558 2.2490 -1.9008
H -1.6312 2.9797 1.0433
H -2.9748 2.1962 0.1590
H -2.3253 3.7789 -0.4175
*
```

Record 4
This record from OMol25 describes a molecular structure, C17H24AuBBrIN8O2P. The level of theory is wB97M-V/def2-TZVPD.

Output
**Energy relative to the best compared isomer or geometry (same formula, charge and spin)**: 55.4 kJ/mol
**F_max**: 0.38 eV/A
**Orbital gap (alpha / beta)**: 9.28 / 5.22 eV
**HOMO energy (alpha / beta)**: -17.085 / -17.168 eV
**Energy**: -4623.4305 Eh
**LUMO energy (alpha / beta)**: -7.81 / -11.95 eV

```
! wB97M-V def2-TZVPD RIJCOSX def2/J DEFGRID3
* xyz 3 3
Au -0.7442 -0.7539 0.8004
C 1.8538 0.9204 3.8394
C 1.6434 0.0440 2.7850
N 0.3408 0.0571 2.4706
N -0.2865 0.9406 3.2588
C 0.6042 1.4703 4.1037
B -1.8234 1.1514 3.1526
N -2.1033 1.7828 1.7625
C -2.6788 2.9492 1.4481
C -2.7483 3.0569 0.0666
C -2.1776 1.8867 -0.4115
N -1.8077 1.1292 0.6290
N -2.5071 -0.2341 3.1760
C -3.4557 -0.7057 4.0024
C -3.7832 -1.9958 3.6294
C -2.9817 -2.2663 2.5329
N -2.2151 -1.1965 2.2724
H 2.7668 1.0932 4.3850
H 2.3158 -0.6432 2.2941
H 0.2983 2.1767 4.8600
H -2.2158 1.8514 4.0307
H -3.0212 3.6227 2.2187
H -3.1886 3.8568 -0.5055
H -2.0947 1.5203 -1.4192
H -3.8374 -0.0974 4.8076
H -4.5030 -2.6501 4.0908
H -2.9285 -3.1629 1.9360
N 3.9835 1.8281 0.3389
C 3.5264 0.5892 -0.3952
P 1.7674 0.8740 -0.9002
O 1.4226 2.2146 -0.3307
O 0.9315 -0.3526 -0.6184
C 1.8060 1.1265 -2.7254
N 0.6314 2.0015 -3.0658
H 3.1415 2.4285 0.4641
H 4.6795 2.3613 -0.1858
H 4.3923 1.6185 1.2506
H 3.5736 -0.2686 0.2704
H 4.1848 0.3941 -1.2390
H 1.7404 0.1935 -3.2823
H 2.7101 1.6626 -3.0082
H 0.7546 2.4998 -3.9500
H 0.4955 2.6874 -2.3071
H -0.2190 1.4302 -3.1371
Br -1.7557 -0.7632 -3.0227
C -0.5859 -2.2159 -3.3763
C -0.0848 -2.3438 -4.6621
C 0.7340 -3.4204 -4.9811
C 1.0543 -4.3665 -4.0221
C 0.5512 -4.2494 -2.7346
C -0.2675 -3.1756 -2.4242
I -1.1042 -3.2067 -0.5003
H -0.3614 -1.6223 -5.4192
H 1.1062 -3.5206 -5.9922
H 1.6826 -5.2104 -4.2721
H 0.7877 -4.9972 -1.9883
*
```

The lowest F_max belongs to which entry? C17H24AuBBrIN8O2P

What is the formula in the third record? C17H23O2W

Repeat the fourth record exactly.
This record from OMol25 describes a molecular structure, C17H24AuBBrIN8O2P. The level of theory is wB97M-V/def2-TZVPD.

Output
**Energy relative to the best compared isomer or geometry (same formula, charge and spin)**: 55.4 kJ/mol
**F_max**: 0.38 eV/A
**Orbital gap (alpha / beta)**: 9.28 / 5.22 eV
**HOMO energy (alpha / beta)**: -17.085 / -17.168 eV
**Energy**: -4623.4305 Eh
**LUMO energy (alpha / beta)**: -7.81 / -11.95 eV

```
! wB97M-V def2-TZVPD RIJCOSX def2/J DEFGRID3
* xyz 3 3
Au -0.7442 -0.7539 0.8004
C 1.8538 0.9204 3.8394
C 1.6434 0.0440 2.7850
N 0.3408 0.0571 2.4706
N -0.2865 0.9406 3.2588
C 0.6042 1.4703 4.1037
B -1.8234 1.1514 3.1526
N -2.1033 1.7828 1.7625
C -2.6788 2.9492 1.4481
C -2.7483 3.0569 0.0666
C -2.1776 1.8867 -0.4115
N -1.8077 1.1292 0.6290
N -2.5071 -0.2341 3.1760
C -3.4557 -0.7057 4.0024
C -3.7832 -1.9958 3.6294
C -2.9817 -2.2663 2.5329
N -2.2151 -1.1965 2.2724
H 2.7668 1.0932 4.3850
H 2.3158 -0.6432 2.2941
H 0.2983 2.1767 4.8600
H -2.2158 1.8514 4.0307
H -3.0212 3.6227 2.2187
H -3.1886 3.8568 -0.5055
H -2.0947 1.5203 -1.4192
H -3.8374 -0.0974 4.8076
H -4.5030 -2.6501 4.0908
H -2.9285 -3.1629 1.9360
N 3.9835 1.8281 0.3389
C 3.5264 0.5892 -0.3952
P 1.7674 0.8740 -0.9002
O 1.4226 2.2146 -0.3307
O 0.9315 -0.3526 -0.6184
C 1.8060 1.1265 -2.7254
N 0.6314 2.0015 -3.0658
H 3.1415 2.4285 0.4641
H 4.6795 2.3613 -0.1858
H 4.3923 1.6185 1.2506
H 3.5736 -0.2686 0.2704
H 4.1848 0.3941 -1.2390
H 1.7404 0.1935 -3.2823
H 2.7101 1.6626 -3.0082
H 0.7546 2.4998 -3.9500
H 0.4955 2.6874 -2.3071
H -0.2190 1.4302 -3.1371
Br -1.7557 -0.7632 -3.0227
C -0.5859 -2.2159 -3.3763
C -0.0848 -2.3438 -4.6621
C 0.7340 -3.4204 -4.9811
C 1.0543 -4.3665 -4.0221
C 0.5512 -4.2494 -2.7346
C -0.2675 -3.1756 -2.4242
I -1.1042 -3.2067 -0.5003
H -0.3614 -1.6223 -5.4192
H 1.1062 -3.5206 -5.9922
H 1.6826 -5.2104 -4.2721
H 0.7877 -4.9972 -1.9883
*
```

Which of these has the lowest F_max? C17H24AuBBrIN8O2P